Entry 1:
A molecular structure, C14H16N6O4STl in a non-equilibrium geometry. Source: OMol25; level of theory: ωB97M-V/def2-TZVPD.

```
42
Properties=species:S:1:pos:R:3:nbo_charge:R:1
O -1.91 0.10 1.82 -0.592
N 0.47 -0.80 2.86 -0.399
H -2.36 0.47 -2.11 0.205
O 3.90 -1.30 3.47 -0.714
N 0.54 2.42 -3.35 -0.449
H -2.11 1.47 0.08 0.238
C -0.65 -0.96 3.53 0.044
C -0.73 -1.71 4.71 -0.221
H -2.98 2.00 -2.69 0.190
Tl 0.70 -0.99 0.08 0.828
H 1.88 1.69 -4.77 0.198
C 1.59 -1.98 4.62 -0.194
H 2.40 1.59 -2.99 0.260
C -2.10 1.44 -2.62 -0.404
C -1.84 -0.27 2.98 0.772
C 0.15 -4.38 -1.17 0.542
C 2.92 -1.18 2.69 0.741
H 0.41 -2.84 6.23 0.217
C 1.59 -1.32 3.43 0.098
C -1.76 2.43 -0.45 -0.429
N -1.18 2.21 -1.76 -0.461
C 0.40 -2.32 5.24 -0.176
H -1.64 -1.92 5.22 0.218
H 0.42 4.11 -4.64 0.201
C 1.36 -6.13 -1.89 0.445
H 2.56 3.13 -3.81 0.191
H -3.61 0.10 3.38 0.494
H -0.60 2.76 -5.09 0.198
H 2.52 -2.30 5.05 0.250
O 2.85 -0.90 1.47 -0.777
H -2.59 3.17 -0.58 0.181
H -1.51 1.26 -3.53 0.214
C 1.93 2.19 -3.78 -0.420
N 0.38 -5.65 -1.16 -0.717
H -1.06 3.99 -3.84 0.226
N -0.02 -3.19 -1.14 -0.705
H -0.99 3.00 0.12 0.235
S 1.28 1.89 -0.83 -0.230
C 0.17 2.19 -2.05 0.319
O -2.83 -0.21 3.88 -0.672
C -0.25 3.34 -4.24 -0.425
N 2.29 -6.62 -2.38 -0.519
```

Properties
ΔE to the lowest compared entry with this formula, charge and spin   121.7 kJ/mol
LUMO level   2.134 eV
Net charge   -1
Kohn-Sham gap   6.92 eV

=====

Entry 2:
A molecular structure, C24H37Ge2N2O3SeV in a non-equilibrium geometry. Source: OMol25; level of theory: ωB97M-V/def2-TZVPD.

```
70
Properties=species:S:1:pos:R:3:mulliken_spin:R:1
Ge -2.64 -3.08 1.41 -0.010
H 0.88 2.05 -3.73 0.001
O -2.41 2.45 2.83 -0.001
H -1.52 1.27 -2.39 0.000
H 2.60 5.21 -3.11 0.000
C 3.89 -3.26 -1.18 0.009
H -3.60 -4.09 3.63 0.000
H 1.12 3.26 0.60 0.000
C 0.87 2.70 4.37 0.000
C 1.52 5.30 -3.05 0.000
H 1.12 5.22 -4.06 0.000
C 1.00 0.90 2.74 0.037
H -1.05 3.69 4.51 -0.001
C -2.91 2.28 1.53 0.004
H -1.65 4.13 -2.83 0.000
H 1.26 5.01 0.39 0.000
N 2.33 -1.60 0.48 -0.030
H 5.71 -4.14 -1.86 0.000
H -1.45 5.12 -1.38 0.000
H 1.28 6.29 -2.67 0.000
C -1.08 2.14 3.07 0.002
H 2.35 2.11 -2.76 0.000
C -0.46 2.92 4.03 0.013
C 4.21 -4.14 -3.39 0.010
H 2.63 1.57 3.96 0.001
C 1.83 -0.05 2.09 -0.017
V -0.33 -1.00 0.61 1.049
C -0.86 -2.49 1.93 -0.023
H -0.87 -2.10 2.95 -0.003
H 1.09 -2.87 -3.04 0.001
H -0.16 -3.33 1.89 0.007
C -1.03 0.29 -2.39 -0.004
H -3.64 -4.14 -0.75 0.001
H 4.86 -4.61 -4.13 0.001
C 4.69 -3.88 -2.12 -0.005
C 2.10 -3.17 -2.79 0.009
N 1.44 -0.87 1.14 0.005
H -2.02 -4.76 -0.46 0.001
C -3.48 -4.47 2.61 -0.003
H -1.02 -0.13 -3.40 0.002
C 1.75 -2.19 -0.56 0.034
H -3.65 -0.86 0.59 -0.001
C -2.64 -3.87 -0.42 0.017
H -1.53 -0.39 -1.70 0.011
Se 0.80 0.45 -1.73 -0.016
C -0.39 1.10 2.40 -0.016
H 1.34 3.32 5.12 0.000
O -0.99 0.36 1.51 -0.082
C 1.26 2.13 -2.71 0.004
C 2.58 -2.89 -1.51 0.000
H -2.22 -3.15 -1.12 -0.002
O 0.47 -2.03 -0.76 0.005
H -2.18 2.59 0.77 -0.003
C 2.91 -3.78 -3.73 -0.005
H 4.25 -3.04 -0.19 0.000
C 1.58 1.73 3.72 -0.003
Ge 0.75 3.87 -1.87 0.000
H 2.59 3.95 -0.08 0.000
H 2.89 -0.08 2.36 -0.002
H -4.95 -1.95 1.08 0.000
H -2.88 -5.37 2.66 0.001
H 2.55 -3.96 -4.73 0.000
H -4.47 -4.74 2.25 0.000
H -3.79 2.93 1.46 0.000
C -3.96 -1.59 1.34 0.004
C -1.22 4.15 -1.83 -0.001
H -1.70 3.38 -1.23 0.000
H -4.03 -1.08 2.30 0.000
H -3.20 1.25 1.33 0.000
C 1.51 4.04 -0.05 0.000
```

Properties
LUMO level (alpha / beta)   2.397 / 2.399 eV
Expectation value of S²   0.92
Net charge   -1
Kohn-Sham gap (alpha / beta)   4.81 / 4.64 eV
Multiplicity   2

=====

Entry 3:
A molecular structure, C32H41B2N17OV in a non-equilibrium geometry. Source: OMol25; level of theory: ωB97M-V/def2-TZVPD.

```
94
Properties=species:S:1:pos:R:3:mulliken_spin:R:1
C 4.95 4.47 0.02 0.000
H -4.84 -3.47 -1.08 0.000
N -1.80 -2.24 -0.37 0.001
H 3.60 -1.64 -1.84 0.001
H 4.53 1.46 2.00 0.000
C -0.97 -1.68 4.14 0.005
C -2.94 -2.58 -1.01 -0.004
N 3.27 3.21 0.40 -0.001
H 0.63 1.16 3.38 0.001
N 1.11 -2.07 -0.03 -0.059
H 5.10 5.31 2.08 0.000
C 4.62 4.67 1.37 0.000
N 2.12 1.50 -1.14 0.017
N 1.29 0.46 -1.29 -0.049
H 0.91 4.64 0.96 0.000
N -1.06 -2.25 2.02 0.004
H -3.96 4.41 -2.92 0.000
C -4.43 2.18 -1.75 0.000
H 0.72 5.17 -3.00 0.000
N -0.80 2.73 -1.62 0.011
H 2.96 3.65 2.45 0.000
H -2.41 0.26 -3.75 0.000
C -3.03 3.97 -2.57 0.000
N 0.39 -3.17 0.26 -0.002
N -0.70 -0.95 2.05 -0.055
N -1.14 -1.28 -1.06 0.016
C 1.50 -0.04 -2.50 0.049
C 1.14 -4.27 0.13 0.004
C 3.70 0.79 2.01 0.007
H 5.74 4.93 -0.54 0.000
N 1.79 -0.06 1.38 -0.087
B 2.26 2.11 0.26 0.007
C 0.35 3.73 1.06 0.005
C -1.83 4.55 -2.78 0.000
C -0.22 0.73 3.90 0.000
H -5.09 2.78 -1.12 0.000
H 3.26 -4.49 -0.43 0.000
H -0.99 -0.71 -4.07 0.000
H -2.43 -4.47 3.03 0.001
H -4.12 -3.44 0.53 0.000
B -1.08 -3.04 0.71 0.001
N 0.56 4.32 -2.48 0.001
H -1.64 4.28 1.85 0.000
C -2.00 2.17 -1.38 0.000
O -2.14 1.14 -0.74 0.010
C -1.24 -2.72 3.27 0.011
N 4.14 3.61 -0.55 0.000
C 2.35 -2.48 -0.34 -0.003
C -0.68 3.86 -2.28 0.000
C -1.85 -1.02 -2.16 0.004
H 0.06 0.58 4.94 0.000
H -1.03 -1.70 5.21 0.001
C 3.54 3.84 1.57 0.000
H 3.60 2.45 -2.31 0.002
H 2.85 0.56 -4.16 0.000
H -1.75 5.49 -3.30 0.000
C 3.51 -0.37 2.75 0.001
H 4.42 -2.07 -0.33 0.000
V 0.14 -0.23 0.21 2.022
H 1.33 3.81 -2.10 -0.001
C -1.58 -4.12 3.60 -0.001
H 1.78 -1.76 2.62 -0.002
H 0.98 -0.91 -2.83 -0.006
H -0.74 -4.77 3.40 0.001
C -3.00 -1.81 -2.16 0.001
H -4.89 2.03 -2.73 0.000
C 0.67 -5.67 0.33 0.000
H -3.54 -4.60 -0.67 0.000
N 2.64 0.95 1.21 0.005
C 2.84 1.68 -2.26 0.030
N -0.04 1.59 0.93 -0.030
H -0.13 -5.91 -0.37 0.000
N 0.86 2.54 0.73 0.003
C -1.49 -0.13 -3.30 0.001
C 2.29 -0.87 2.30 0.015
H -1.81 -4.21 4.66 0.000
C 2.47 0.72 -3.17 0.001
H 0.31 -5.83 1.34 0.000
C -1.13 2.16 1.41 0.037
C 2.41 -3.87 -0.25 0.002
H -4.28 1.21 -1.27 0.000
H -3.77 -1.82 -2.90 0.000
C -0.62 -0.59 3.34 0.020
H -0.86 0.70 -3.00 0.001
H -2.00 1.57 1.67 -0.007
N -3.14 2.81 -1.90 0.000
H -1.57 -4.10 0.85 0.000
C 3.51 -1.64 -0.75 0.007
H 3.43 -0.61 -0.41 -0.002
C -0.94 3.54 1.51 -0.001
H 1.50 -6.35 0.14 0.000
C -3.91 -3.58 -0.52 0.000
H 4.15 -0.78 3.49 0.000
H -1.04 1.44 3.88 0.001
```

Properties
LUMO level (alpha / beta)   -2.320 / -1.767 eV
Expectation value of S²   2.01
Net charge   +1
Kohn-Sham gap (alpha / beta)   8.57 / 9.21 eV
Multiplicity   3

=====

Entry 4:
2 unconnected molecules or ions with the total composition C4H14N in a non-equilibrium geometry. Source: OMol25; level of theory: ωB97M-V/def2-TZVPD.

```
19
Properties=species:S:1:pos:R:3:nbo_charge:R:1
C 2.30 0.48 0.81 -0.644
H -2.71 1.17 -0.40 0.219
H 0.21 0.11 0.53 0.237
H 2.08 1.37 1.38 0.240
H 0.29 -2.05 1.83 0.448
H 1.20 -1.18 -0.15 0.236
C -2.19 0.80 -2.53 -0.610
H -1.26 1.21 -2.90 0.207
H -1.03 0.66 -0.72 0.163
H 3.13 -0.01 1.32 0.217
H 1.81 -1.56 2.31 0.442
C -2.07 0.53 -1.01 -0.609
C 1.12 -0.46 0.66 -0.223
H 2.70 0.67 -0.19 0.266
H 0.47 -0.66 2.66 0.443
H -3.07 1.40 -2.73 0.223
H -2.39 -0.13 -3.06 0.210
N 0.91 -1.24 1.94 -0.668
H -2.37 -0.51 -0.84 0.202
```

Properties
ΔE to the lowest compared entry with this formula, charge and spin   65.6 kJ/mol
LUMO level   -3.870 eV
Net charge   +1
Kohn-Sham gap   10.73 eV

=====

Entry 5:
A single C3H3NO2S molecule in a non-equilibrium geometry. Source: OMol25; level of theory: ωB97M-V/def2-TZVPD.

```
10
Properties=species:S:1:pos:R:3:mulliken_spin:R:1
H -0.25 1.69 0.25 0.023
S -1.89 -0.07 0.25 0.208
H -1.46 -2.74 0.12 0.018
C -0.58 0.90 -0.25 0.659
C -1.05 -1.69 -0.04 0.629
O 2.02 -0.04 -0.20 0.080
N 0.23 -1.60 -0.07 -0.091
H 2.03 0.88 -0.08 -0.001
O -3.17 0.30 -0.35 0.084
C 0.72 -0.42 -0.10 0.391
```

Properties
ΔE to the lowest compared entry with this formula, charge and spin   316.1 kJ/mol
LUMO level (alpha / beta)   0.403 / -2.179 eV
Expectation value of S²   2.03
Kohn-Sham gap (alpha / beta)   8.05 / 7.39 eV
Multiplicity   3